[1]
DFT (ωB97M-V with the def2-TZVPD basis set) results for an isolated molecule of C6H9N3O2S.

Results
**2S+1**: 1
**Total charge**: 0
**Kohn-Sham gap**: 0.345 hartree
**Calculated total energy**: -946.89038 hartree
**Lowest unoccupied orbital energy**: 0.69 eV
**Relative energy (zero: lowest compared OMol25 entry of this formula, charge and spin)**: 261.09 kJ/mol

Last column: Mulliken charge in e.
Atoms and positions in Å:
1 S 2.66 -0.68 0.14  1.0844
2 O 2.66 -0.98 -1.26  -0.6409
3 O 3.14 -1.57 1.14  -0.6332
4 N -3.55 -1.08 -0.14  -0.0110
5 N -2.07 0.31 0.79  -0.5831
6 N 3.43 0.86 0.23  -0.6455
7 C -3.36 -0.11 0.78  -0.3838
8 C -2.37 -1.22 -0.78  -0.3997
9 C 0.65 1.12 -0.36  -0.7650
10 C -0.07 -0.14 -0.63  0.0205
11 C -1.49 -0.36 -0.21  0.2612
12 C 1.05 -0.02 0.53  -0.2777
13 H 0.11 1.93 0.03  0.4117
14 H 4.50 0.87 0.09  0.3038
15 H -4.07 0.36 1.40  0.4720
16 H 0.25 -0.64 -1.58  0.3894
17 H 3.25 0.88 1.26  0.2890
18 H -2.49 -2.02 -1.61  0.3035
19 H 0.87 -0.18 1.62  0.3255
20 H -4.38 -1.60 -0.33  0.1623
21 H 1.57 1.40 -0.87  0.3166


[2]
DFT (ωB97M-V with the def2-TZVPD basis set) results for the ion C6H9N4O4S with charge -1.

Results
**2S+1**: 1
**Total charge**: -1
**Kohn-Sham gap**: 0.299 hartree
**Calculated total energy**: -1152.17696 hartree
**Lowest unoccupied orbital energy**: 2.87 eV
**Relative energy (zero: lowest compared OMol25 entry of this formula, charge and spin)**: 162.90 kJ/mol

Last column: Mulliken charge in e.
Atoms and positions in Å:
1 S -1.67 1.53 1.31  -0.3156
2 O 0.17 -0.11 -1.95  -0.6432
3 O 1.88 2.43 -0.16  -0.6066
4 O 1.79 -2.78 1.53  -0.5845
5 O 0.70 0.00 1.54  -0.4205
6 N -3.84 -0.98 -0.49  -0.4099
7 N -2.97 -0.76 0.48  -0.2640
8 N -3.11 0.99 -0.91  -0.2997
9 N -3.93 0.04 -1.33  -0.4107
10 C 1.05 0.13 -0.83  -0.0703
11 C 0.74 1.55 -0.25  -0.1981
12 C 1.76 -1.84 0.36  -0.9357
13 C 0.68 -0.78 0.46  0.3242
14 C 0.22 1.29 1.16  -0.0100
15 C -2.59 0.55 0.21  0.7336
16 H 0.93 -3.30 1.67  0.3076
17 H 2.25 2.66 -1.01  0.3202
18 H -0.74 0.25 -1.90  0.3435
19 H -0.34 -1.29 0.44  0.1940
20 H 2.70 -1.39 0.51  0.4489
21 H 2.00 0.08 -1.28  0.5150
22 H 0.65 2.09 1.80  0.2914
23 H 1.62 -2.46 -0.50  0.3199
24 H 0.03 2.11 -0.87  0.3703


[3]
DFT (ωB97M-V with the def2-TZVPD basis set) results for an isolated molecule of C6H9NO.

Results
**2S+1**: 1
**Total charge**: 0
**Kohn-Sham gap**: 0.359 hartree
**Calculated total energy**: -363.92582 hartree
**Lowest unoccupied orbital energy**: 0.72 eV
**Relative energy (zero: lowest compared OMol25 entry of this formula, charge and spin)**: 258.39 kJ/mol

Last column: Mulliken charge in e.
Atoms and positions in Å:
1 O 2.04 1.41 0.12  -0.4680
2 N 0.43 1.27 -1.54  -0.6408
3 C 0.89 0.91 -0.39  0.2398
4 C 0.11 0.06 1.90  -1.5136
5 C -0.92 -0.69 -0.53  0.0494
6 C 0.20 -0.08 0.41  1.0702
7 C 0.11 -1.56 -0.13  -0.6147
8 C -2.08 -0.53 -1.12  -0.7397
9 H -0.19 -2.31 0.59  0.2881
10 H -0.87 -0.23 2.29  0.3789
11 H -2.60 -1.38 -1.56  0.2313
12 H 2.30 2.19 -0.38  0.3077
13 H 0.30 1.09 2.21  0.3891
14 H 0.86 -0.57 2.39  0.3177
15 H 1.09 1.83 -2.08  0.1873
16 H -2.49 0.46 -1.29  0.2743
17 H 0.83 -1.88 -0.88  0.2429


[4]
DFT (ωB97M-V with the def2-TZVPD basis set) results for an isolated molecule of C6H9NO.

Results
**2S+1**: 1
**Total charge**: 0
**Kohn-Sham gap**: 0.397 hartree
**Calculated total energy**: -363.95446 hartree
**Lowest unoccupied orbital energy**: 0.70 eV
**Relative energy (zero: lowest compared OMol25 entry of this formula, charge and spin)**: 183.21 kJ/mol

Last column: Mulliken charge in e.
Atoms and positions in Å:
1 O -2.43 0.19 -1.24  -0.4162
2 N -0.11 2.70 -0.21  -0.5382
3 C -0.35 0.21 0.20  1.2687
4 C -0.90 0.09 1.69  -1.7082
5 C -1.65 -0.48 -0.64  -0.1467
6 C 1.60 -0.27 -1.38  -1.3373
7 C 1.02 -0.48 -0.01  -0.7295
8 C -0.30 1.58 -0.05  0.0830
9 H -1.88 0.52 1.69  0.4622
10 H -1.77 -1.58 -0.60  0.3861
11 H 0.90 -1.60 0.13  0.3826
12 H -0.93 -0.89 2.06  0.4280
13 H 0.94 -0.54 -2.08  0.4278
14 H 1.68 0.00 0.75  0.3485
15 H 2.42 -0.90 -1.15  0.3932
16 H 1.96 0.74 -1.48  0.3284
17 H -0.20 0.68 2.32  0.3674